Formula: C11H20NP
Source: the OMol25 dataset
Level of theory: ωB97M-V/def2-TZVPD

Geometry as XYZ:
```
33
Properties=species:S:1:pos:R:3:nbo_charge:R:1
P 2.5847 0.5131 1.5805 0.44
N -0.4243 -0.1425 0.2781 -0.21
C -0.1628 -2.0624 2.8973 -0.61
C -0.7632 1.1527 -1.9537 -0.21
C 2.1178 -1.0051 1.9424 -0.50
C 1.1598 -2.1853 2.1580 -0.20
C -0.4879 -1.3001 -2.6464 -0.61
C -0.4101 1.1450 0.7364 -0.15
C 2.4694 -2.0931 2.8771 -0.47
C 0.0264 0.8078 -0.6591 -0.14
C -0.7258 2.6719 -2.3824 -0.62
C -0.1877 0.1647 -2.9760 -0.40
C -1.6306 1.9676 1.0648 -0.62
H 0.4445 1.4093 1.2871 0.21
H -0.0503 -1.1707 3.5197 0.22
H -1.7915 0.7926 -1.6788 0.20
H -0.0743 3.1598 -1.6733 0.21
H -0.0119 -1.7770 -1.7733 0.22
H -1.7050 3.0401 -2.1827 0.22
H 1.2295 -2.9478 1.3263 0.23
H -0.0419 -1.8948 -3.5138 0.21
H -0.3571 2.7241 -3.4088 0.22
H 0.8456 0.4293 -3.0887 0.20
H 3.3248 -2.6711 2.5163 0.22
H -1.0254 -2.0519 2.3059 0.23
H -0.5447 0.3243 -3.9632 0.20
H -2.5814 1.3799 0.9062 0.22
H 2.7663 -1.8688 3.9091 0.23
H -0.2545 -3.0181 3.3538 0.21
H -1.6936 2.2627 2.0869 0.22
H -1.5319 2.8061 0.4493 0.22
H -1.6143 -1.4531 -2.5121 0.21
H 1.1016 0.8909 -0.7830 0.21
```

## Properties
**Relative energy (zero: lowest compared OMol25 entry of this formula, charge and spin)**: 0.00 kJ/mol
**Spin multiplicity**: 3
**Gap between HOMO and LUMO (alpha / beta)**: 7.8 / 8.3 eV
**⟨S²⟩**: 2.015

=====

Formula: C11H21AuCl3N3O6PTe
Source: the OMol25 dataset
Level of theory: ωB97M-V/def2-TZVPD

Geometry as XYZ:
```
47
Properties=species:S:1:pos:R:3:nbo_charge:R:1
Au 0.9975 -0.3985 -1.3536 1.34
Te -3.7494 -1.4997 -2.7860 -0.25
Cl 4.2848 -3.7368 -1.3172 0.16
Cl 1.6544 -2.6574 -1.7742 0.11
Cl 2.8186 -2.5816 0.8965 0.08
P -1.8023 -0.2492 -2.7567 1.93
O 1.2796 -2.0196 5.4451 -0.51
O -0.8930 -0.3684 -4.0365 -0.86
O 5.0271 -0.9339 -1.1061 -0.50
O -1.9310 1.3345 -2.5758 -0.89
O 2.9835 -0.0527 -1.1328 -0.74
O -0.9764 -0.7965 -1.5498 -1.04
N -0.0415 0.0209 4.0527 -0.46
N 0.6192 1.5894 -0.9340 -0.98
N 0.2230 0.9101 1.7626 -0.55
C 3.8402 -1.0345 -1.0654 0.72
C -3.0806 1.8323 -0.4609 -0.65
C 0.1069 0.4771 2.8295 0.55
C -1.1510 1.1455 -5.9226 -0.64
C 3.2380 -2.4660 -0.8068 -0.21
C 1.9626 -0.8103 5.1736 -0.09
C 0.3785 -2.3580 4.4111 -0.08
C -3.0951 1.9739 -1.9634 -0.07
C -0.6882 -1.2877 4.2545 -0.23
C -0.2626 0.7101 -4.7850 -0.05
C 0.9829 0.3452 5.0628 -0.23
H 1.4821 1.2705 4.7809 0.23
H -3.9886 1.5281 -2.3988 0.22
H -1.3819 0.3013 -6.5703 0.23
H 0.6737 0.2852 -5.1409 0.20
H -1.3460 -1.4952 3.4121 0.23
H 0.9223 -2.4796 3.4626 0.16
H -3.0268 3.0115 -2.2820 0.20
H -0.0716 -3.3123 4.6791 0.22
H -0.1980 1.9193 -1.4464 0.44
H -2.0834 1.5680 -5.5480 0.22
H -0.0428 1.5378 -4.1106 0.17
H 2.6579 -0.6466 5.9948 0.22
H 0.4670 0.4973 6.0115 0.22
H 2.5362 -0.9037 4.2404 0.16
H -3.9674 2.3155 -0.0499 0.24
H 0.4381 1.5864 0.0885 0.47
H -0.6416 1.9067 -6.5141 0.23
H -3.1006 0.7825 -0.1667 0.23
H 1.4409 2.1480 -1.1506 0.43
H -2.2062 2.3091 -0.0149 0.20
H -1.2892 -1.2180 5.1619 0.22
```

## Properties
**Relative energy (zero: lowest compared OMol25 entry of this formula, charge and spin)**: 79.68 kJ/mol
**Total charge**: +1
**Spin multiplicity**: 1
**Gap between HOMO and LUMO (alpha / beta)**: 4.3 / 4.3 eV

=====

Formula: C11H21BaFNO6S2
Source: the OMol25 dataset
Level of theory: ωB97M-V/def2-TZVPD

Geometry as XYZ:
```
43
Properties=species:S:1:pos:R:3:lowdin_charge:R:1
Ba 0.9333 3.3561 -1.9553 1.82
S -4.7116 0.3624 1.1075 0.64
S 4.2635 2.0192 0.6266 0.72
F -0.4706 1.2437 -0.8585 -0.76
O -4.5279 1.9018 1.5240 -0.25
O 3.0326 2.6935 0.1310 -0.48
O -5.8193 -0.1624 1.8581 -0.27
O 4.1049 0.4179 0.4178 -0.26
O -4.6183 0.2034 -0.3331 -0.30
O 4.8315 2.2861 1.9905 -0.26
N -0.9529 -3.2084 0.3045 0.06
C -3.0812 -0.3703 1.7122 -0.09
C -3.0403 3.6807 1.9386 -0.05
C -0.2598 -2.3024 -1.7941 -0.10
C -0.3773 -2.2112 -0.4232 -0.18
C -1.2122 -4.4606 -1.8039 -0.08
C -0.5973 -3.4642 -2.5387 -0.06
C 3.0769 -1.6260 -0.3883 -0.04
C 3.1950 -0.0847 -0.6068 -0.24
C 5.6254 2.1583 -0.5995 -0.09
C -1.3369 -4.3641 -0.3921 -0.09
C -3.5084 2.6283 0.9010 -0.30
H 2.2039 0.3628 -0.6800 0.08
H -3.8399 3.0904 -0.0289 0.12
H 5.8650 3.2204 -0.6514 0.08
H -2.6723 2.0041 0.5858 0.08
H 3.9027 -2.2891 -0.6463 0.09
H -3.8510 4.2945 2.3313 0.08
H 6.3798 1.5425 -0.1100 0.08
H -0.0354 -1.3710 0.1630 0.09
H -2.3295 0.0182 1.0251 0.03
H -2.5210 3.2508 2.7951 0.08
H 2.7845 -1.7562 0.6536 0.09
H 3.5997 0.0956 -1.6028 0.10
H -1.5504 -5.3649 -2.2878 0.10
H 0.1755 -1.4527 -2.2990 0.08
H -2.9122 0.0222 2.7150 0.06
H 5.3432 1.6070 -1.4965 0.06
H -1.8332 -5.1709 0.1266 0.10
H -0.2136 -3.5887 -3.5405 0.10
H -3.0604 -1.4562 1.8038 0.06
H 2.3133 -2.0137 -1.0626 0.05
H -2.2975 4.2577 1.3878 0.06
```

## Properties
**Relative energy (zero: lowest compared OMol25 entry of this formula, charge and spin)**: 204.16 kJ/mol
**Total charge**: +1
**Spin multiplicity**: 1
**Gap between HOMO and LUMO**: 6.0 eV

=====

Formula: C11H21CrNSi
Source: the OMol25 dataset
Level of theory: ωB97M-V/def2-TZVPD

Geometry as XYZ:
```
35
Properties=species:S:1:pos:R:3:nbo_charge:R:1
Cr -0.0871 -0.1554 -1.4101 0.44
Si 0.0512 0.3139 2.4555 1.69
N -1.6406 -0.7702 -1.2318 -0.88
C -1.5899 -0.4248 3.0203 -1.13
C -0.0924 -2.5786 -1.5413 -0.29
C 0.2824 2.0241 -1.8594 -0.25
C -1.0450 1.6528 -2.2536 -0.28
C 1.2131 1.2766 -2.6467 -0.35
C 0.3201 1.9477 3.3736 -1.11
C 0.8921 -1.9549 -2.3191 -0.56
C 0.1245 0.4693 0.6456 -1.50
C 0.4698 0.4553 -3.5487 -0.24
C 1.4339 -0.8706 2.9794 -1.12
C -0.9242 0.6802 -3.3134 -0.26
H -1.7907 -1.3983 2.5438 0.23
H 0.5752 2.7568 -1.1108 0.23
H 1.3293 -1.8641 2.5130 0.22
H 0.3297 1.8181 4.4635 0.21
H -0.9258 -3.0929 -2.0464 0.21
H 2.4220 -0.4774 2.6919 0.23
H 0.2983 -0.6565 0.3855 0.30
H -1.6128 -0.5921 4.1085 0.20
H -1.9765 2.0563 -1.8691 0.23
H 0.8951 -0.0714 -4.4105 0.22
H -0.4668 2.6817 3.1532 0.22
H 0.1352 -2.9617 -0.5338 0.20
H 1.9307 -1.9216 -1.9513 0.21
H -2.4344 0.2392 2.7778 0.23
H 0.1535 1.5945 0.4641 0.29
H -1.7202 0.2713 -3.9312 0.23
H -2.3909 -1.1661 -0.6750 0.33
H 1.4497 -1.0254 4.0689 0.20
H 0.8194 -2.0987 -3.4117 0.20
H 2.2930 1.4246 -2.6893 0.22
H 1.2793 2.4182 3.1089 0.23
```

## Properties
**Relative energy (zero: lowest compared OMol25 entry of this formula, charge and spin)**: 176.13 kJ/mol
**Total charge**: -1
**Spin multiplicity**: 4
**Gap between HOMO and LUMO (alpha / beta)**: 5.4 / 5.5 eV
**⟨S²⟩**: 3.854

=====

Formula: C11H21FNO4S
Source: the OMol25 dataset
Level of theory: ωB97M-V/def2-TZVPD

Geometry as XYZ:
```
39
Properties=species:S:1:pos:R:3:nbo_charge:R:1
S 1.1978 2.1323 2.2891 2.48
F -3.4523 -0.8832 -3.1816 -0.37
O 1.9530 1.0412 2.8638 -0.87
O 1.1115 2.3663 0.8663 -0.89
O 1.6685 3.5142 3.0148 -0.66
O -0.3152 2.0794 2.8960 -0.69
N -1.6092 -0.8498 -0.0048 -0.49
C 3.8539 -2.1088 -1.9216 -0.64
C 3.1962 -1.0765 -0.8271 -0.41
C -1.7874 -1.4633 -1.3755 -0.10
C -3.2822 -1.7362 -1.9829 0.20
C 0.5417 4.1355 3.6309 -0.10
C -0.4099 2.9956 3.9843 -0.11
C 0.5907 -0.8894 -1.2070 -0.29
C 2.0049 -0.1018 -1.4815 -0.44
C -0.2598 -0.5208 0.1856 0.31
C -0.6950 -0.5737 -2.2299 -0.39
C -4.5044 -1.6270 -0.8823 -0.69
H -1.4398 3.3373 4.1122 0.22
H -4.1609 -1.8543 0.2247 0.21
H 2.2664 -0.0346 -2.6407 0.24
H 0.8533 4.7016 4.5128 0.23
H 0.7844 -2.0379 -1.4258 0.27
H 0.0882 4.8164 2.9035 0.20
H -1.3480 -2.5487 -1.2365 0.23
H 3.9928 -0.4630 -0.2146 0.24
H 0.2420 -0.0583 1.1377 0.28
H -0.0835 2.4768 4.8919 0.20
H 4.5888 -1.5554 -2.6629 0.23
H -3.2940 -2.8669 -2.3644 0.21
H 2.6402 -1.7621 -0.0232 0.19
H -0.5433 -0.8236 -3.3667 0.28
H -5.3304 -2.4470 -1.1300 0.26
H 4.3910 -3.0521 -1.4260 0.24
H -5.0112 -0.5727 -0.9909 0.26
H -2.3738 -0.6960 0.6925 0.46
H 2.0276 0.9889 -1.0518 0.26
H 2.9649 -2.5186 -2.5960 0.20
H -1.0577 0.5364 -1.9826 0.23
```

## Properties
**Total charge**: +1
**Spin multiplicity**: 1
**Gap between HOMO and LUMO**: 9.4 eV

=====

Formula: C11H21GaNO4
Source: the OMol25 dataset
Level of theory: ωB97M-V/def2-TZVPD

Geometry as XYZ:
```
38
Properties=species:S:1:pos:R:3:nbo_charge:R:1
Ga -1.8269 -0.6497 0.0470 2.02
O -0.5538 -2.1371 0.1781 -0.63
O -1.0606 -0.2077 1.8016 -0.63
O -1.7135 1.2981 -0.1856 -0.63
O -1.2017 -0.6343 -1.8231 -0.63
N -3.5990 -1.2309 0.2106 -0.72
C -6.0440 -2.0615 0.3896 -0.57
C 0.0498 -1.3763 -2.0172 -0.10
C -0.5634 1.1659 1.9313 -0.10
C -0.9379 1.7136 -1.3600 -0.10
C 0.4429 -2.0114 1.2461 -0.10
C -0.0863 -2.5947 -1.1388 -0.10
C -4.6860 -1.6050 0.2810 0.75
C -1.4955 2.0023 1.0844 -0.10
C -1.3000 0.7048 -2.4224 -0.10
C -0.2579 -1.2899 2.3789 -0.10
C -6.7060 -1.6257 1.7243 -0.58
H -0.9504 -1.9359 2.9131 0.25
H -0.8495 -3.2754 -1.5095 0.25
H -0.6531 0.7697 -3.2945 0.27
H 0.1226 1.7112 -1.1033 0.22
H 1.3081 -1.4716 0.8594 0.22
H -1.0893 2.9935 0.8939 0.27
H -2.3363 0.8121 -2.7351 0.25
H 0.7380 -3.0095 1.5643 0.27
H -6.0338 -3.1518 0.2899 0.32
H 0.8541 -3.1310 -1.0321 0.27
H 0.4621 -0.8770 3.0826 0.26
H -2.4767 2.0992 1.5432 0.25
H 0.1313 -1.6623 -3.0644 0.27
H -6.1812 -2.0468 2.5789 0.24
H -6.5932 -1.6680 -0.4718 0.32
H -6.7448 -0.5420 1.8081 0.24
H -7.7224 -2.0104 1.7163 0.28
H 0.8893 -0.7369 -1.7386 0.22
H 0.4751 1.1965 1.5998 0.22
H -1.2485 2.7150 -1.6529 0.27
H -0.6308 1.4685 2.9751 0.27
```

## Properties
**Total charge**: +3
**Spin multiplicity**: 1
**Gap between HOMO and LUMO**: 12.1 eV